w:
C23H28N4O5OsS as an isolated structure. Source: the Open Molecules 2025 dataset; level of theory: the ωB97M-V functional and the def2-TZVPD basis.

XYZ file:
```
62
Properties=species:S:1:pos:R:3:mulliken_spin:R:1
Os -0.11455 0.00916 0.79878 0.90
C -6.59187 2.12533 -2.95927 0.00
O -5.49191 2.40255 -3.80626 0.00
C -4.25864 2.06580 -3.42410 0.00
C -3.19744 2.46566 -4.25518 0.00
C -1.89581 2.23103 -3.89955 0.00
C -1.55152 1.58098 -2.69853 0.02
C -0.16206 1.40076 -2.29202 -0.02
C 0.88577 1.30708 -3.36808 0.00
O 0.20858 1.32745 -1.10669 -0.01
C -2.63187 1.12165 -1.92398 0.00
O -2.39717 0.36894 -0.76709 -0.02
C -3.94781 1.34889 -2.26900 0.00
H -7.44539 2.61492 -3.42410 0.00
H -6.43423 2.53704 -1.95751 0.00
H -6.77623 1.05028 -2.89179 0.00
H -3.43070 2.97802 -5.17682 0.00
H -1.11891 2.59733 -4.55025 0.00
H 0.80080 2.11870 -4.08287 0.00
H 0.76463 0.36490 -3.90235 0.00
H 1.86948 1.33629 -2.90919 0.00
H -4.71669 0.96680 -1.61763 0.00
S -2.06511 2.58550 0.66678 0.04
C -1.99972 0.98378 0.33702 0.08
C 2.11699 -0.33928 2.93277 0.00
O 1.34086 0.54385 2.22937 0.01
H 1.65337 -0.58093 3.90432 0.00
H 3.09309 0.12490 3.14266 0.00
H 2.29024 -1.29423 2.40150 0.00
N 1.08371 -1.38826 -0.36249 0.01
C 2.17317 -1.32637 -0.77436 -0.01
N 3.39333 -1.26658 -1.16125 0.00
C 3.83654 -1.52073 -2.52177 0.00
C 4.79368 -0.41430 -2.97008 0.00
C 5.95056 -0.27464 -1.98403 0.00
C 5.40322 -0.00275 -0.58541 0.00
C 4.45049 -1.11899 -0.16834 0.00
H 2.96420 -1.58031 -3.17645 0.00
H 4.36158 -2.48399 -2.54031 0.00
H 4.25606 0.53438 -3.03200 0.00
H 5.17016 -0.65548 -3.96379 0.00
H 6.59980 0.54452 -2.29051 0.00
H 6.55051 -1.18557 -1.97770 0.00
H 4.87428 0.95241 -0.57329 0.00
H 6.21661 0.05104 0.13933 0.00
H 3.99308 -0.90127 0.79889 0.00
H 4.99343 -2.06915 -0.10294 0.00
N -2.67004 -1.60704 7.42477 0.00
C -2.39167 -2.47397 6.43024 0.00
O -2.45638 -3.67508 6.56871 0.00
C -2.00490 -1.87521 5.10228 0.00
C -1.69744 -0.53324 4.89374 0.00
C -1.40085 -0.10150 3.61457 0.00
N -1.36043 -0.92700 2.56419 -0.01
C -1.63466 -2.21999 2.75563 0.00
C -1.96146 -2.72756 3.99826 0.00
H -2.98649 -1.99451 8.29891 0.00
H -2.61956 -0.60909 7.34086 0.00
H -1.67632 0.18561 5.69677 0.00
H -1.19331 0.94467 3.41605 0.00
H -1.61172 -2.85132 1.87538 0.00
H -2.19536 -3.77189 4.13523 0.00
```

Output
Multiplicity ... 2
Total charge ... +1
Frontier orbital gap (alpha / beta) ... 0.246 / 0.266 hartree
<S²> ... 0.771

x:
C23H28N4O5OsS as an isolated structure. Source: the Open Molecules 2025 dataset; level of theory: the ωB97M-V functional and the def2-TZVPD basis.

XYZ file:
```
62
Properties=species:S:1:pos:R:3:mulliken_spin:R:1
Os -0.10622 -0.08842 -0.16818 0.81
C 6.79660 -0.07090 0.10898 0.00
O 6.33282 -0.12803 1.45389 0.00
C 5.01422 -0.10831 1.67301 -0.01
C 4.62346 -0.14113 3.03296 0.01
C 3.30428 -0.09533 3.34453 0.00
C 2.28616 -0.03243 2.35192 -0.01
C 0.91617 0.04883 2.75070 0.01
C 0.56970 0.23189 4.20490 0.00
O -0.06889 -0.03243 1.97667 0.02
C 2.69182 -0.04094 0.99495 -0.01
O 1.86772 -0.02077 -0.02438 0.05
C 4.05899 -0.06256 0.68055 0.02
H 7.87969 -0.08273 0.17040 0.00
H 6.46952 0.84851 -0.37901 0.00
H 6.45587 -0.93778 -0.45992 0.00
H 5.38917 -0.19079 3.79421 0.00
H 3.02675 -0.12143 4.38874 0.00
H 1.11718 1.06792 4.63649 0.00
H 0.81585 -0.67047 4.76756 0.00
H -0.49775 0.41582 4.28860 0.00
H 4.31892 -0.03327 -0.36706 0.00
S 0.41263 0.31971 -3.37965 -0.03
C -0.17084 -0.07608 -2.02788 -0.03
C -1.26979 2.57247 0.48464 0.00
O -0.22317 1.84577 -0.09981 0.13
H -0.96913 3.61748 0.56080 0.00
H -1.51454 2.21430 1.49404 0.00
H -2.18433 2.51984 -0.11968 0.01
N -2.13160 -0.24222 -0.13531 -0.05
C -3.28514 -0.17042 -0.08504 0.03
N -4.57842 -0.09423 -0.04213 0.02
C -5.38679 -0.02201 -1.27615 0.00
C -6.37618 -1.17782 -1.30426 0.00
C -7.21978 -1.18161 -0.02841 0.00
C -6.31713 -1.29249 1.20196 0.00
C -5.31822 -0.14419 1.23401 0.00
H -4.71551 -0.04189 -2.13217 0.00
H -5.92076 0.93150 -1.27163 0.00
H -5.82868 -2.12063 -1.38701 0.00
H -7.00986 -1.07664 -2.18604 0.00
H -7.92100 -2.01509 -0.04885 0.00
H -7.79854 -0.25438 0.02716 0.00
H -5.77550 -2.24202 1.17398 0.00
H -6.90956 -1.26766 2.11719 0.00
H -4.60238 -0.25620 2.04593 0.00
H -5.84038 0.80765 1.35922 0.00
N 0.63104 -7.26484 -0.58086 0.00
C -0.09191 -6.51078 0.27572 0.00
O -0.80804 -6.98341 1.12930 0.00
C 0.01548 -5.00021 0.13456 0.01
C 0.79186 -4.32875 -0.79689 0.00
C 0.76293 -2.94731 -0.83756 0.01
N 0.00704 -2.21871 -0.00968 -0.02
C -0.72246 -2.86262 0.91001 0.00
C -0.73832 -4.23915 1.01147 -0.01
H 0.54569 -8.26467 -0.50589 0.00
H 1.20768 -6.88406 -1.30610 0.00
H 1.42715 -4.84444 -1.50342 0.00
H 1.35756 -2.39383 -1.55111 0.00
H -1.29151 -2.23904 1.58544 0.00
H -1.33105 -4.74082 1.76384 0.00
```

Output
Multiplicity ... 2
Total charge ... +1
Frontier orbital gap (alpha / beta) ... 0.278 / 0.247 hartree
<S²> ... 0.759

Which structure is most stable, and how do the rest compare? From most to least stable: x, w.

w:
A 2-piece molecular cluster, C4H12N4 overall. Source: the Open Molecules 2025 dataset; level of theory: the ωB97M-V functional and the def2-TZVPD basis.

XYZ file:
```
20
Properties=species:S:1:pos:R:3:lowdin_charge:R:1
C 1.17183 0.00460 -0.32040 -0.04
C -4.79716 0.46621 0.15340 0.01
C 3.50293 0.24595 -0.69149 0.03
C -3.50672 0.78713 0.24818 -0.07
N 0.25893 -0.71319 0.28455 0.11
N 2.43309 0.10470 0.20374 -0.12
N 2.76189 -0.44372 1.34170 0.28
N -0.88735 -0.92097 -0.33543 0.23
H 1.06113 0.53055 -1.37412 0.22
H -5.20328 -0.58061 0.10838 0.09
H -5.59773 1.19792 0.05962 0.08
H -1.38640 -1.73540 0.06001 0.19
H 3.16476 0.50682 -1.68054 0.12
H 4.28346 0.96681 -0.50907 0.14
H 3.93698 -0.76661 -0.69327 0.15
H -3.11460 1.85471 0.25698 0.09
H -2.73099 0.13827 0.48267 -0.03
H 2.11090 -0.96016 1.96368 0.20
H 3.77073 -0.34452 1.51548 0.19
H -1.23240 -0.33849 -1.07407 0.14
```

Output
Total charge ... +2
Frontier orbital gap (alpha / beta) ... 0.139 / 0.181 hartree

x:
An isolated ion of composition C4H12N4 and charge +2. Source: the Open Molecules 2025 dataset; level of theory: the ωB97M-V functional and the def2-TZVPD basis.

XYZ file:
```
20
Properties=species:S:1:pos:R:3:lowdin_charge:R:1
C 0.38854 0.15256 -0.61420 -0.01
C -2.97897 0.12885 1.79473 -0.01
C 2.47383 1.11982 -1.71118 0.04
C -1.44787 -0.02663 1.77627 -0.23
N -0.10337 -0.94107 -0.10907 0.14
N 1.59740 0.01825 -1.34978 -0.11
N 2.06348 -1.12570 -1.70497 0.26
N -1.04601 -1.00188 0.94394 0.09
H -0.00412 1.13144 -0.17846 0.18
H -3.40859 -0.56670 1.11363 0.07
H -3.50125 0.20776 2.76716 0.12
H -3.18847 1.03773 1.17043 0.11
H 3.17734 1.37713 -0.85658 0.15
H 3.05113 0.91610 -2.65270 0.14
H 1.94665 2.09467 -1.68468 0.13
H -1.12468 -0.23451 2.80549 0.17
H -0.92639 0.94057 1.45648 0.14
H 1.46370 -1.96815 -1.70475 0.19
H 2.85404 -1.19188 -2.28631 0.15
H -1.28640 -2.06836 1.02456 0.25
```

Output
Total charge ... +2
Frontier orbital gap (alpha / beta) ... 0.269 / 0.297 hartree

y:
A 2-piece molecular cluster, C4H12N4 overall. Source: the Open Molecules 2025 dataset; level of theory: the ωB97M-V functional and the def2-TZVPD basis.

XYZ file:
```
20
Properties=species:S:1:pos:R:3:lowdin_charge:R:1
C 1.25115 -0.56633 0.47172 -0.10
C 0.68832 -2.44599 1.95767 -0.09
C -0.47504 -3.19407 2.44939 -0.01
C 1.59908 1.77189 1.05277 0.12
N 0.71638 -1.41424 1.29833 0.17
N 1.16843 0.76378 0.41489 0.05
N -0.61431 1.55743 -2.67747 0.01
N -1.77595 2.36306 -2.98661 0.06
H 1.50178 -1.02439 -0.55250 0.19
H 1.61748 -2.81774 2.30990 0.15
H -0.25034 -3.69258 3.29855 0.04
H -0.78613 -4.05873 1.69596 0.16
H -1.48009 -2.67818 2.56443 0.13
H 0.17650 1.55842 -3.34481 0.13
H 2.38147 1.70019 1.75580 0.10
H 1.16518 2.78578 0.94673 0.12
H -0.35611 1.58060 -1.62747 0.12
H -2.31365 2.08714 -3.81757 0.17
H -1.67388 3.52162 -3.01422 0.26
H -2.54028 2.20236 -2.19549 0.23
```

Output
Total charge ... +2
Frontier orbital gap ... 0.369 hartree

Which structure is most stable, and how do the rest compare? From most to least stable: y, x, w.

w:
One molecule with the formula C3H5NO4. Source: the Open Molecules 2025 dataset; level of theory: the ωB97M-V functional and the def2-TZVPD basis.

XYZ file:
```
13
Properties=species:S:1:pos:R:3:lowdin_charge:R:1
N -1.13383 1.43050 0.01391 0.15
C -0.99698 0.03893 -0.11680 -0.45
O -1.68515 -0.57158 -0.92970 0.08
C 0.00600 -0.75466 0.76485 -0.20
O -0.17907 -2.05309 0.62490 0.02
C 1.58876 -0.20750 0.00184 -0.37
O 2.46242 0.64732 0.12175 0.06
O 1.70008 -0.98587 -1.05502 0.09
H -1.17085 1.98940 0.82784 0.08
H -1.92130 1.79896 -0.53459 0.11
H 0.08781 -0.63379 1.88005 0.17
H 0.07402 -2.24632 -0.29098 0.11
H 2.45096 -0.64533 -1.58468 0.15
```

Output
SMILES ... NC(=O)[C@@H](O)C(=O)O
Frontier orbital gap ... 0.386 hartree

x:
One molecule with the formula C3H5NO4. Source: the Open Molecules 2025 dataset; level of theory: the ωB97M-V functional and the def2-TZVPD basis.

XYZ file:
```
13
Properties=species:S:1:pos:R:3:lowdin_charge:R:1
O 2.74080 0.07176 0.57236 0.15
C 1.60934 -0.12081 0.30423 -0.33
C 0.50535 -1.29666 0.33163 -0.07
O -0.85018 -0.98813 0.77973 -0.17
C -1.75488 -0.13215 -0.07429 -0.09
O -0.72100 0.57810 -0.79287 -0.11
N 0.61664 0.85683 -0.18827 -0.06
O 1.03122 2.21891 -0.54463 0.05
H 0.46140 -1.46841 -0.78642 0.14
H 0.66050 -2.18268 0.83638 0.10
H -2.32334 -0.86753 -0.83639 0.18
H -2.27844 0.60918 0.62946 0.15
H 0.30260 2.72159 -0.23093 0.07
```

Output
SMILES ... O=C1COCON1O
Frontier orbital gap ... 0.367 hartree

Which structure is most stable, and how do the rest compare? From most to least stable: w, x.